Computed, not measured: a cluster of 8 separate species, C44H101N10O10 in total, with the ωB97M-V functional and the def2-TZVPD basis.

Each line ends with the Mulliken spin population.
Atoms and positions in Å:
O (1.52, -0.70, 1.30)  -0.0933
C (0.90, 0.58, 1.14)  -0.1458
C (-0.56, 0.77, 0.43)  0.0134
O (-1.89, 0.29, 0.85)  0.0078
H (1.58, 1.20, 0.54)  0.0644
H (0.80, 1.07, 2.11)  -0.0013
H (-0.39, 0.74, -0.64)  0.0009
H (-0.74, 1.85, 0.37)  0.0052
C (3.86, 1.61, 3.98)  -0.0135
C (5.11, 2.11, 3.19)  0.0842
N (5.70, 0.89, 2.54)  0.0220
C (7.03, 0.71, 2.16)  0.0323
C (7.09, -0.48, 1.50)  -0.0129
N (5.82, -0.89, 1.16)  0.1689
C (4.94, -0.05, 1.85)  0.7294
C (5.38, -2.00, 0.30)  -0.0714
H (3.49, 2.53, 4.42)  -0.0057
H (4.07, 0.96, 4.83)  -0.0112
H (3.05, 1.32, 3.31)  0.0475
H (5.80, 2.63, 3.86)  0.0057
H (4.69, 2.81, 2.47)  -0.0441
H (7.85, 1.36, 2.42)  0.0117
H (8.00, -0.91, 1.12)  0.0035
H (3.86, -0.09, 1.90)  -0.0675
H (4.46, -1.68, -0.19)  0.0841
H (5.17, -2.88, 0.91)  0.0016
H (6.16, -2.22, -0.43)  -0.0068
C (4.92, -6.10, 2.18)  0.0015
C (3.46, -5.74, 2.39)  0.0031
N (3.24, -4.52, 3.18)  0.0069
C (2.69, -3.36, 2.86)  0.0303
C (2.85, -2.43, 3.85)  0.0168
N (3.42, -3.14, 4.89)  -0.0098
C (3.61, -4.45, 4.50)  0.0051
C (3.94, -2.57, 6.18)  -0.0031
H (5.03, -7.12, 1.82)  0.0001
H (5.46, -6.00, 3.11)  0.0001
H (5.41, -5.45, 1.46)  -0.0030
H (2.97, -6.65, 2.72)  -0.0002
H (3.10, -5.48, 1.40)  0.0001
H (2.28, -3.23, 1.87)  -0.0135
H (2.53, -1.40, 3.87)  -0.0052
H (3.99, -5.25, 5.13)  0.0011
H (4.33, -1.56, 6.02)  -0.0009
H (4.83, -3.17, 6.35)  0.0028
H (3.28, -2.63, 7.05)  -0.0003
C (0.92, 8.73, -0.94)  0.0002
C (2.19, 8.57, -0.03)  0.0000
N (2.82, 7.25, -0.26)  0.0033
C (3.78, 6.89, -1.19)  0.0045
C (4.04, 5.53, -1.10)  0.0046
N (3.07, 5.00, -0.24)  -0.0390
C (2.39, 6.06, 0.32)  0.0052
C (2.86, 3.61, 0.05)  0.0172
H (0.29, 9.52, -0.55)  -0.0001
H (0.20, 7.91, -1.03)  0.0000
H (1.17, 9.02, -1.97)  0.0000
H (1.95, 8.63, 1.03)  0.0000
H (2.91, 9.37, -0.23)  -0.0002
H (4.27, 7.64, -1.79)  -0.0001
H (4.69, 4.80, -1.56)  0.0035
H (1.59, 6.07, 1.05)  0.0011
H (2.32, 3.05, -0.71)  -0.0036
H (2.06, 3.54, 0.78)  -0.0054
H (3.71, 3.02, 0.39)  0.0982
C (2.03, -3.63, -4.73)  0.0000
O (1.67, -2.38, -4.17)  -0.0028
C (2.66, -1.89, -3.22)  0.0118
C (1.94, -1.22, -2.02)  -0.0831
N (1.11, -2.22, -1.20)  0.0147
H (1.52, -3.14, -1.23)  -0.0029
H (1.16, -1.86, -0.26)  0.0027
C (-0.39, -2.50, -1.44)  0.0006
C (-0.93, -3.18, -0.18)  -0.0008
O (-0.20, -4.39, 0.07)  -0.0002
C (-0.55, -4.88, 1.37)  0.0005
H (1.98, -4.23, -3.83)  0.0000
H (3.00, -3.74, -5.23)  0.0001
H (1.25, -4.16, -5.29)  0.0000
H (3.34, -1.18, -3.69)  -0.0027
H (3.22, -2.75, -2.86)  0.0055
H (1.19, -0.52, -2.39)  -0.0015
H (2.72, -0.78, -1.39)  0.1266
H (-0.39, -3.21, -2.27)  -0.0002
H (-0.94, -1.59, -1.70)  0.0003
H (-1.97, -3.50, -0.30)  0.0003
H (-0.95, -2.49, 0.66)  -0.0012
H (-1.61, -5.08, 1.29)  0.0001
H (-0.39, -4.15, 2.16)  -0.0004
H (0.01, -5.77, 1.64)  -0.0004
C (-4.26, -3.02, 4.36)  0.0000
O (-3.52, -1.84, 4.28)  0.0000
C (-2.16, -2.03, 3.79)  -0.0007
C (-1.13, -0.99, 4.14)  0.0076
N (-1.67, 0.43, 3.81)  -0.0042
H (-1.64, 0.61, 2.82)  0.0012
H (-2.65, 0.34, 4.06)  0.0000
C (-0.95, 1.62, 4.55)  -0.0039
C (-1.48, 2.97, 3.97)  0.0005
O (-2.85, 3.21, 4.32)  0.0001
C (-3.42, 4.48, 3.83)  0.0001
H (-5.32, -2.84, 4.49)  0.0000
H (-3.99, -3.66, 5.20)  0.0000
H (-4.02, -3.57, 3.45)  0.0000
H (-2.32, -1.91, 2.72)  -0.0001
H (-1.77, -3.03, 3.95)  0.0002
H (-0.30, -1.14, 3.44)  -0.0034
H (-0.87, -1.15, 5.18)  0.0000
H (0.12, 1.46, 4.41)  0.0041
H (-1.14, 1.58, 5.62)  0.0001
H (-1.46, 2.90, 2.88)  0.0002
H (-0.85, 3.81, 4.24)  0.0003
H (-3.28, 4.80, 2.80)  0.0000
H (-2.85, 5.20, 4.41)  0.0000
H (-4.48, 4.61, 4.08)  0.0000
C (-2.36, 1.02, -3.23)  -0.0003
O (-2.04, 0.74, -4.53)  0.0000
C (-0.92, -0.08, -4.79)  -0.0010
C (-0.68, -0.29, -6.32)  0.0001
N (-1.95, -0.95, -7.02)  0.0000
H (-2.23, -1.76, -6.49)  0.0000
H (-2.63, -0.20, -6.99)  0.0000
C (-1.72, -1.29, -8.51)  0.0000
C (-2.61, -0.38, -9.42)  0.0000
O (-2.52, 1.00, -9.04)  0.0000
C (-3.16, 1.76, -10.11)  0.0000
H (-3.26, 1.63, -3.12)  0.0000
H (-1.58, 1.74, -2.98)  0.0003
H (-2.33, 0.16, -2.56)  0.0002
H (-1.04, -1.04, -4.30)  -0.0002
H (0.00, 0.39, -4.43)  0.0013
H (0.19, -0.84, -6.69)  0.0001
H (-0.62, 0.72, -6.72)  0.0000
H (-2.00, -2.33, -8.34)  0.0000
H (-0.65, -1.24, -8.68)  0.0000
H (-3.64, -0.74, -9.41)  0.0000
H (-2.08, -0.45, -10.37)  0.0000
H (-4.21, 1.52, -10.24)  0.0000
H (-2.70, 1.50, -11.06)  0.0000
H (-3.16, 2.83, -9.89)  0.0000
C (-7.20, 3.28, 2.14)  0.0000
O (-6.55, 2.10, 1.65)  0.0000
C (-5.34, 2.39, 0.99)  0.0002
C (-5.07, 1.09, 0.12)  -0.0002
N (-4.76, -0.20, 0.95)  0.0005
H (-3.76, -0.33, 0.83)  -0.0006
H (-4.77, 0.10, 1.92)  0.0000
C (-5.64, -1.41, 0.64)  0.0001
C (-5.46, -1.94, -0.80)  0.0000
O (-4.11, -2.29, -0.94)  0.0001
C (-3.79, -2.73, -2.32)  0.0000
H (-6.69, 3.67, 3.02)  0.0000
H (-8.19, 3.03, 2.53)  0.0000
H (-7.26, 4.02, 1.34)  0.0000
H (-4.49, 2.51, 1.67)  -0.0001
H (-5.50, 3.18, 0.26)  0.0000
H (-4.22, 1.24, -0.55)  0.0000
H (-5.99, 1.00, -0.47)  0.0000
H (-6.68, -1.09, 0.70)  0.0000
H (-5.41, -2.12, 1.43)  0.0000
H (-5.66, -1.20, -1.58)  0.0000
H (-6.10, -2.79, -1.03)  0.0000
H (-3.49, -1.97, -3.05)  0.0000
H (-4.56, -3.37, -2.75)  0.0000
H (-2.94, -3.41, -2.29)  0.0000

The lowest unoccupied orbital energy (alpha / beta) is -7.24 / -7.24 eV. Its largest force on an atom is 4.65 eV/A. The spin multiplicity is 2. Its net charge is +4. For the total energy, the calculation gives -82595.8146 eV. For the HOMO-LUMO gap (alpha / beta), the calculation gives 3.33 / 7.25 eV.